Entry 1:
Formula: C3H7N3OS
Source: the Open Molecules 2025 dataset
Level of theory: ωB97M-V with the def2-TZVPD basis set

Output
Energy relative to the best compared isomer or geometry (same formula, charge and spin), eV: 5.219
E_HOMO, eV: -9.1
Structure (SMILES): C=N/N=C(\CS)NO
Frontier orbital gap, eV: 9.7

Element x y z (Å)
C 0.06 1.92 2.09
N -0.16 0.70 1.66
N 0.71 0.46 0.57
C 0.31 -0.49 -0.20
C -1.05 -1.12 -0.19
S -2.25 -0.35 -1.24
N 1.17 -1.01 -1.08
O 2.45 -0.44 -1.22
H -0.51 2.05 3.03
H 0.77 2.67 1.58
H -1.25 -0.70 0.86
H -0.97 -2.23 -0.40
H -2.21 -1.13 -2.39
H 0.75 -0.97 -2.10
H 2.20 0.64 -0.97

Entry 2:
Formula: C16H15FeNO4
Source: the Open Molecules 2025 dataset
Level of theory: ωB97M-V with the def2-TZVPD basis set

Output
Expectation value of S²: 6.013
E_HOMO (spin up / spin down), eV: -9.3 / -9.4
Frontier orbital gap (spin up / spin down), eV: 9.5 / 9.2
Multiplicity: 5

Element x y z (Å)
Fe -0.11 -0.01 -0.08
C -3.34 1.67 -0.73
C -2.68 0.80 0.30
C -2.01 1.37 1.38
C -1.37 0.58 2.33
C -0.65 1.21 3.49
C -1.45 -0.81 2.22
C -2.16 -1.41 1.18
C -2.28 -2.91 1.09
C -2.75 -0.59 0.21
H -4.37 1.89 -0.44
H -3.37 1.18 -1.70
H -2.81 2.61 -0.84
H -1.96 2.45 1.46
H -1.33 1.36 4.33
H -0.25 2.19 3.21
H 0.17 0.58 3.83
H -0.98 -1.43 2.97
H -3.10 -3.26 1.72
H -1.36 -3.38 1.43
H -2.46 -3.22 0.07
H -3.29 -1.05 -0.61
O 2.16 3.48 -0.27
C 1.75 2.34 -0.33
O 0.52 1.94 -0.34
C 2.72 1.16 -0.42
C 4.04 1.22 -0.85
C 4.71 0.02 -1.05
C 4.05 -1.19 -0.85
C 2.74 -1.14 -0.41
N 2.13 0.01 -0.17
C 1.78 -2.33 -0.32
O 2.21 -3.47 -0.26
O 0.55 -1.95 -0.34
H 4.49 2.18 -1.05
H 5.74 0.02 -1.39
H 4.51 -2.15 -1.04

Entry 3:
Formula: C3H6N4S
Source: the Open Molecules 2025 dataset
Level of theory: ωB97M-V with the def2-TZVPD basis set

Output
Energy relative to the best compared isomer or geometry (same formula, charge and spin), eV: 3.449
E_HOMO, eV: -8.8
Frontier orbital gap, eV: 8.3

Element x y z (Å)
C -0.47 1.88 -0.49
C -0.17 -1.40 -0.39
C 1.41 0.26 0.88
N -0.14 2.67 -1.28
N -1.42 -1.43 -0.88
N -1.04 0.97 0.28
N 0.15 -0.34 0.51
S 1.09 -2.45 -0.65
H 2.00 0.91 0.06
H 1.28 1.14 1.58
H 2.09 -0.61 1.32
H -1.97 -0.61 -0.87
H -1.75 -2.26 -1.35
H -1.05 1.26 1.28

Entry 4:
Formula: C16H21O3Rh
Source: the Open Molecules 2025 dataset
Level of theory: ωB97M-V with the def2-TZVPD basis set

Output
Charge: -2
Expectation value of S²: 6.019
E_HOMO (spin up / spin down), eV: 1.1 / 0.2
Frontier orbital gap (spin up / spin down), eV: 4.4 / 4.9
Multiplicity: 5

Element x y z (Å)
Rh -1.15 -0.18 -0.02
C 2.18 0.20 1.48
C 2.79 -0.58 0.45
C 2.79 0.20 -0.75
H 3.22 -1.57 0.56
C 2.19 1.46 -0.45
C 1.81 1.45 0.93
H 1.37 2.28 1.48
H 2.05 -0.12 2.52
H 3.22 -0.10 -1.70
H 2.08 2.29 -1.15
C -2.70 0.27 1.17
C -1.59 1.15 1.42
C -1.26 1.82 0.18
H -1.09 1.29 2.37
C -2.17 1.35 -0.84
C -3.06 0.40 -0.23
H -3.85 -0.13 -0.75
H -3.16 -0.35 1.92
H -0.50 2.56 0.02
H -2.16 1.68 -1.87
O 0.03 -1.11 -1.39
C -0.19 -0.57 -3.99
C 0.46 -1.95 -3.76
C 0.67 0.67 -3.86
C -1.72 -0.56 -3.96
C 0.47 -2.19 -2.14
H 1.44 -1.93 -4.21
H -0.12 -2.69 -4.30
H -0.13 -3.11 -1.96
H 1.52 -2.35 -1.87
H 0.69 0.95 -4.93
H 1.65 0.47 -3.44
H 0.17 1.43 -3.22
H -1.91 -0.63 -5.06
H -2.07 0.40 -3.51
H -2.16 -1.38 -3.42
O 0.20 -3.71 2.01
C -0.18 -2.58 1.68
O -0.47 -2.15 0.49
H -0.31 -1.80 2.48

Entry 5:
Formula: C12H29N3O6PRuS
Source: the Open Molecules 2025 dataset
Level of theory: ωB97M-V with the def2-TZVPD basis set

Output
Charge: +3
Energy relative to the best compared isomer or geometry (same formula, charge and spin), eV: 1.016
Expectation value of S²: 6.020
E_HOMO (spin up / spin down), eV: -18.5 / -19.7
Frontier orbital gap (spin up / spin down), eV: 7.5 / 7.3
Multiplicity: 5

Element x y z (Å)
Ru -0.26 -0.07 1.33
C 1.61 2.55 3.30
S 2.25 0.90 3.24
C 3.89 1.17 2.63
O 1.54 0.25 1.97
H 2.18 3.08 4.07
H 0.57 2.50 3.62
H 1.73 3.04 2.33
H 4.43 1.67 3.44
H 3.86 1.79 1.74
H 4.34 0.19 2.45
O -3.50 -1.65 1.71
C -3.43 -0.52 1.32
C -4.47 0.57 1.18
C -3.68 1.90 1.03
C -2.27 1.43 0.98
O -1.16 2.01 1.02
N -2.18 0.07 0.96
H -5.13 0.56 2.05
H -5.09 0.35 0.31
H -3.82 2.59 1.86
H -3.92 2.45 0.12
C 0.32 1.81 -3.72
C -0.84 1.24 -2.95
O -0.48 -0.08 -2.34
P 0.38 -0.42 -1.12
O 1.89 -0.33 -1.32
C 2.66 -0.99 -2.46
C 3.64 0.01 -3.01
O 0.00 -1.88 -0.66
C -1.08 -2.75 -1.24
C -0.52 -3.54 -2.39
H 0.01 2.75 -4.17
H 0.63 1.15 -4.53
H 1.17 2.03 -3.07
H -1.68 1.00 -3.59
H -1.16 1.89 -2.14
H 1.94 -1.33 -3.19
H 3.15 -1.84 -1.99
H 3.14 0.85 -3.49
H 4.24 -0.50 -3.77
H 4.31 0.37 -2.24
H -1.90 -2.10 -1.54
H -1.39 -3.38 -0.41
H -0.24 -2.89 -3.22
H -1.30 -4.21 -2.76
H 0.33 -4.14 -2.08
N -0.70 -0.97 3.96
N -0.72 -1.63 2.68
H 0.05 -1.35 4.53
H -1.57 -1.15 4.45
H -1.67 -1.96 2.46
H -0.11 -2.45 2.66

Entry 6:
Formula: C3H4N2O2
Source: the Open Molecules 2025 dataset
Level of theory: ωB97M-V with the def2-TZVPD basis set

Output
Energy relative to the best compared isomer or geometry (same formula, charge and spin), eV: 3.005
E_HOMO, eV: -7.5
Structure (SMILES): NC(=O)NC=C=O
Frontier orbital gap, eV: 7.6

Element x y z (Å)
N -1.76 0.42 -0.79
C -0.87 0.09 0.20
O -1.16 0.17 1.38
N 0.18 -0.75 -0.32
C 1.44 -0.60 0.13
C 1.67 0.46 0.96
O 2.19 0.96 1.90
H -2.52 0.98 -0.42
H -1.35 0.81 -1.62
H -0.05 -1.40 -1.05
H 2.23 -1.14 -0.38